[1]
78
Properties=species:S:1:pos:R:3 method="wB97M-V/def2-TZVPD" orbital_gap_ev=7.535 charge=+1 fmax_ha_per_bohr=0.056 lumo_energy_ev=-4.73 multiplicity=1
N 2.4089 -1.3447 0.2255
B 1.4271 -2.4790 0.2547
O 1.8887 -3.7856 0.0000
C -0.1003 -2.1166 0.6178
C -1.0366 -1.4820 -0.4466
N -2.2633 -1.5652 0.0563
C -2.3039 -2.2585 1.3764
C -1.0936 -3.2302 1.1152
H 2.4931 -1.0338 1.1990
H 1.8992 -0.5834 -0.2309
H 2.2109 -4.1633 0.8225
H 0.0154 -1.2789 1.3584
H -0.8012 -1.0468 -1.4252
H -3.1118 -1.2247 -0.3834
H -3.2451 -2.7503 1.6438
H -1.9793 -1.5411 2.1712
H -1.3910 -3.7154 0.1676
H -0.7910 -3.8965 1.9251
C -4.8380 -2.0449 -4.1449
C -3.4974 -1.7087 -3.5537
O -3.6647 -0.3643 -3.1061
C -4.9976 -0.1732 -2.9060
O -5.4585 0.7801 -2.3718
O -5.7197 -1.2113 -3.3866
H -5.1000 -3.0948 -4.0319
H -4.9095 -1.7743 -5.2000
H -3.2504 -2.3379 -2.6918
H -2.6914 -1.7764 -4.2830
C 0.6605 2.3708 2.7372
C -0.8237 2.1850 2.5803
O -0.9920 0.7957 2.9016
C 0.0545 0.4327 3.6853
O 0.1289 -0.6070 4.2589
O 0.9983 1.3920 3.7216
H 0.9279 3.3691 3.0764
H 1.2097 2.1486 1.8188
H -1.4057 2.7866 3.2815
H -1.1664 2.3943 1.5687
C 1.9516 2.2451 6.6481
C 2.5865 2.3372 8.0103
O 3.6906 3.2125 7.7804
C 3.4013 3.9637 6.6896
O 4.0332 4.8977 6.3301
O 2.2890 3.5020 6.0617
H 0.8711 2.1177 6.6928
H 2.3780 1.4466 6.0373
H 1.9245 2.7903 8.7524
H 2.9271 1.3728 8.3823
C -5.9915 3.9105 -5.0388
C -5.3553 3.9718 -3.6763
O -4.2460 4.8454 -3.8882
C -4.5332 5.6196 -4.9658
O -3.8949 6.5571 -5.3054
O -5.6475 5.1764 -5.6008
H -7.0718 3.7859 -4.9944
H -5.5684 3.1196 -5.6641
H -6.0157 4.4135 -2.9259
H -5.0213 2.9986 -3.3240
C 6.9323 0.2092 0.3525
C 6.2752 -0.8843 1.1512
O 5.1635 -0.2097 1.7438
C 4.8755 0.8621 0.9680
O 3.9022 1.5368 1.0908
O 5.8325 1.0663 0.0382
H 7.4088 -0.1584 -0.5539
H 7.6642 0.7729 0.9350
H 5.9013 -1.6964 0.5226
H 6.9295 -1.2997 1.9152
C 1.5814 -3.6851 -2.8770
C 2.5685 -4.0421 -3.9550
O 1.7686 -3.9763 -5.1401
C 0.7225 -3.1549 -4.8898
O -0.0379 -2.7582 -5.7073
O 0.6528 -2.8444 -3.5685
H 2.0352 -3.1546 -2.0522
H 1.0476 -4.5561 -2.4904
H 3.3818 -3.3172 -4.0363
H 2.9927 -5.0356 -3.8254



[2]
17
Properties=species:S:1:pos:R:3 method="wB97M-V/def2-TZVPD" orbital_gap_ev=9.479 e_above_lowest_kcal_mol=128.32 charge=+1 fmax_ha_per_bohr=0.082 lumo_energy_ev=-4.51 multiplicity=1
C 0.3403 -0.7198 -0.4930
C 0.0526 0.7094 -0.3313
C 1.4687 -1.4122 0.2280
C -2.1296 -0.3608 0.1662
N -0.7248 -0.1762 0.3658
N 0.8789 1.7316 0.3197
H 0.0597 -1.1583 -1.4469
H -0.9686 1.4931 -1.8009
H 2.4280 -1.1833 -0.2318
H 1.3256 -2.4888 0.1736
H 1.4900 -1.1320 1.2795
H -2.6774 0.1252 0.9725
H -2.4295 0.0800 -0.7987
H -2.3608 -1.4236 0.1686
H 1.6001 2.0582 -0.3405
H 1.3425 1.3246 1.1509
H 0.3042 2.5331 0.6185



[3]
21
Properties=species:S:1:pos:R:3 method="wB97M-V/def2-TZVPD" orbital_gap_ev=9.532 e_above_lowest_kcal_mol=68.97 smiles="CNN(N)N(C)C(C)=O" fmax_ha_per_bohr=0.019 lumo_energy_ev=0.81 multiplicity=1
C -2.3283 0.8639 -0.4182
N -1.2575 1.4987 0.3109
N -0.0203 1.3230 -0.2821
N 0.8755 2.2231 0.2754
N 0.4613 -0.0736 -0.2010
C 0.6562 -0.6945 -1.4848
C 0.6425 -0.6750 0.9952
C 1.0946 -2.1169 0.9453
O 0.4541 -0.0810 2.0447
H -3.2706 1.1812 0.0231
H -2.2843 1.2054 -1.4514
H -2.2859 -0.2348 -0.4048
H -1.2570 1.2423 1.3007
H 1.0605 2.0382 1.2631
H 1.7381 2.2198 -0.2554
H -0.0199 -1.5405 -1.6297
H 1.6855 -1.0384 -1.6090
H 0.4408 0.0614 -2.2369
H 0.3672 -2.7252 0.4127
H 2.0534 -2.1968 0.4380
H 1.1938 -2.4803 1.9641



[4]
42
Properties=species:S:1:pos:R:3 method="wB97M-V/def2-TZVPD" orbital_gap_ev="5.686 / 4.918" e_above_lowest_kcal_mol=0.00 charge=-1 fmax_ha_per_bohr=0.019 lumo_energy_ev="2.41 / 1.52" s2=6.096 multiplicity=5
Fe 0.2198 -1.3940 -0.4727
Te 1.9603 -0.9174 -2.5049
Te 2.8891 -1.8918 -0.1893
Te -0.2919 -6.3091 -2.6957
Te 0.4980 -3.9264 -1.9729
C 1.3865 1.6397 1.0521
N 0.3662 0.8231 0.4324
C -0.7846 1.3488 0.2376
C -1.8125 0.6446 -0.4646
C -3.1165 1.0260 -0.7876
C -3.6380 -0.0101 -1.5712
C -2.6184 -0.9604 -1.6885
N -1.5234 -0.5746 -1.0152
C 2.3282 2.3050 0.0739
C 1.8653 2.8567 -1.1131
C 2.7399 3.4951 -1.9799
C 4.0848 3.6102 -1.6589
C 4.5534 3.0665 -0.4716
C 3.6790 2.4128 0.3830
H 1.9764 1.0071 1.7201
H 0.9260 2.4329 1.6632
H -1.0100 2.3657 0.5846
H -3.6023 1.9467 -0.5000
H -4.6154 -0.0622 -2.0252
H -2.6206 -1.8800 -2.2571
H 0.8277 2.7249 -1.3948
H 2.3710 3.8888 -2.9190
H 4.7676 4.1027 -2.3399
H 5.6057 3.1267 -0.2230
H 4.0530 1.9543 1.2914
C -2.4585 -3.5458 0.5456
C -1.8125 -2.5970 1.4874
N -0.6562 -1.9810 1.3396
C -0.4366 -1.2615 2.4942
C -1.4723 -1.4405 3.3492
N -2.3365 -2.2951 2.6961
H -2.7911 -3.0276 -0.3515
H -3.3199 -4.0208 1.0168
H -1.7497 -4.3137 0.2387
H 0.4583 -0.6800 2.6219
H -1.6697 -1.0587 4.3341
H -3.2194 -2.6308 3.0349